1.
Molecular formula: C41H60O33
Method: DFT, ωB97M-V with the def2-TZVPD basis set

XYZ file:
```
134
Properties=species:S:1:pos:R:3:forces:R:3
C -11.2782 0.0935 12.8623 -0.870 0.106 0.809
C -10.8558 -0.8518 11.7795 0.087 0.076 -0.107
C -11.0677 -0.3641 10.3283 -2.147 -0.305 0.417
O -9.8322 -0.4550 9.7304 0.561 0.113 -0.377
C -8.8828 -0.6864 10.7005 -9.429 -0.052 0.607
O -7.8135 -0.5490 10.5340 12.080 0.972 -2.329
O -9.4217 -0.9485 11.8634 -1.662 -0.873 1.078
H -10.4666 0.1748 13.5846 0.050 0.373 -0.167
H -12.1127 -0.2964 13.4548 -0.061 -0.021 -0.271
H -11.5997 1.0562 12.4635 0.330 0.128 0.181
H -11.3045 -1.8218 11.9444 0.194 -0.439 -0.073
H -11.5411 0.6310 10.3266 0.775 0.167 -0.083
H -11.7767 -0.9664 9.7526 0.030 -0.352 0.231
C -17.1568 -0.6038 7.7475 -0.804 1.948 -0.530
C -16.5771 -1.8820 7.3929 1.501 -1.442 0.411
C -15.0505 -1.8856 7.0754 -0.501 -1.254 -0.216
O -14.5217 -2.9097 7.9683 -0.337 1.061 -0.549
C -15.4420 -3.1957 8.9260 -0.471 2.838 -4.161
O -15.1779 -3.7141 9.9042 0.864 -2.932 4.591
O -16.6467 -2.6978 8.5944 -0.275 -0.254 -0.414
H -18.1918 -0.7035 8.0636 -0.034 -0.085 0.151
H -17.1780 0.0377 6.8573 0.081 0.080 0.174
H -16.5814 -0.1085 8.5239 0.022 0.068 0.120
H -17.0982 -2.3808 6.5813 -0.253 -0.187 0.074
H -14.5347 -0.9336 7.2019 -0.120 -0.052 0.336
H -14.9009 -2.2506 6.0571 0.216 0.199 0.056
C -12.9157 -6.7918 4.7601 -1.149 -0.127 -0.125
C -12.2446 -5.8923 3.8072 0.061 0.750 -1.000
C -12.8920 -5.8273 2.3780 1.253 0.543 0.488
O -13.1848 -4.4226 2.1917 0.030 -0.549 0.833
C -12.9394 -3.7259 3.3523 0.910 -4.954 -1.020
O -13.2382 -2.6302 3.5025 -1.056 4.440 0.710
O -12.3330 -4.5049 4.2891 -0.114 -0.634 -0.966
H -12.4226 -6.7616 5.7157 0.010 -0.278 0.305
H -12.9402 -7.7956 4.3362 0.165 -0.150 0.249
H -13.9545 -6.4640 4.8606 0.003 -0.119 0.278
H -11.1989 -6.1925 3.7284 0.127 0.501 -0.053
H -13.7596 -6.4681 2.2326 -0.297 0.333 0.283
H -12.1419 -6.1274 1.6438 -0.147 0.165 -0.095
C -11.5127 -0.4109 6.1115 0.496 -0.292 -0.170
C -10.9776 -0.8054 4.7459 0.866 0.917 -0.192
C -11.3441 0.1269 3.5943 -0.760 -0.968 0.405
O -10.2026 0.0451 2.7645 -1.166 0.814 -0.717
C -9.1314 -0.2911 3.4991 -4.931 -0.058 1.388
O -8.0802 -0.2826 3.0919 6.541 0.021 -2.230
O -9.5022 -0.6638 4.7133 -1.346 -0.592 1.625
H -10.7957 -0.7631 6.8519 -0.129 -0.004 0.170
H -12.4797 -0.8721 6.3041 0.005 -0.006 -0.085
H -11.5900 0.6687 6.2304 0.007 0.051 -0.129
H -11.2085 -1.8233 4.4424 0.049 -0.133 0.379
H -11.5843 1.1304 3.9511 0.407 0.185 -0.218
H -12.2114 -0.2915 3.0862 0.044 0.215 -0.269
C -10.9182 -10.6520 12.0155 0.029 -0.536 -0.022
C -11.8513 -9.4714 11.9344 -0.677 -0.211 -0.071
C -12.3350 -9.1292 10.5039 -1.134 0.960 0.989
O -13.7530 -9.5324 10.5363 1.565 0.140 -1.697
C -14.0902 -10.0229 11.7186 7.031 3.488 -1.309
O -15.0448 -10.5402 11.9655 -8.139 -4.002 1.893
O -13.1308 -9.7752 12.6281 2.125 0.301 0.071
H -11.2977 -11.5101 11.4490 -0.196 0.095 0.205
H -10.7468 -10.9387 13.0542 -0.122 -0.059 -0.030
H -9.9332 -10.4624 11.5901 -0.079 0.372 -0.052
H -11.4134 -8.6048 12.4340 -0.211 -0.066 -0.031
H -11.7579 -9.5977 9.7099 -0.370 -0.394 -0.005
H -12.3464 -8.0422 10.3452 0.075 -0.418 -0.060
C -11.6350 -3.7515 7.4042 -0.230 0.416 -0.453
C -11.5412 -4.5487 8.6913 0.493 0.486 -0.513
C -11.7283 -6.0402 8.4492 -0.231 0.334 -0.951
O -10.6516 -6.6423 9.1456 -0.786 -1.476 -0.196
C -9.7895 -5.7367 9.5453 -1.730 1.519 0.428
O -8.8801 -5.9596 10.2461 2.616 -0.736 0.987
O -10.1791 -4.5005 9.2096 -0.383 0.421 -0.516
H -10.8616 -4.0388 6.6871 -0.067 -0.287 0.100
H -11.5395 -2.6713 7.5037 0.171 -0.036 0.603
H -12.6180 -3.8526 6.9245 0.313 -0.438 0.190
H -12.1887 -4.1439 9.4699 -0.055 -0.178 -0.007
H -11.5907 -6.2924 7.3935 0.014 0.187 0.066
H -12.7154 -6.4011 8.7197 0.224 -0.261 0.510
C -18.3153 -6.6178 7.1833 0.358 -0.661 -0.940
C -17.4971 -5.9795 8.2584 1.471 -0.334 0.093
C -17.4944 -6.6898 9.6276 -0.235 0.463 -0.182
O -16.2919 -7.4686 9.6522 -0.229 0.323 -0.428
C -15.5068 -7.1387 8.6009 -0.336 0.336 0.103
O -14.4691 -7.6750 8.3632 -0.267 0.534 -0.253
O -16.0771 -6.1147 7.8850 0.157 -0.774 0.409
H -17.7535 -6.5740 6.2418 -0.121 0.381 0.105
H -19.2595 -6.1113 7.0168 -0.278 -0.226 0.192
H -18.4100 -7.6982 7.3337 -0.434 0.173 0.242
H -17.6519 -4.9098 8.3013 -0.210 0.118 0.315
H -18.3333 -7.3713 9.7291 -0.081 -0.003 0.093
H -17.4949 -5.9512 10.4304 0.161 -0.201 0.132
C -8.9338 -5.8336 13.8439 -0.372 2.415 -0.451
C -9.3291 -7.2327 13.6780 0.870 -0.043 0.302
C -8.5772 -7.9319 12.5774 0.102 -1.129 -0.588
O -8.3301 -9.2532 13.1300 -0.054 0.106 -0.989
C -8.5952 -9.2463 14.4348 0.430 1.787 -0.248
O -8.4941 -10.1596 15.1592 0.012 -1.457 1.011
O -8.8887 -7.9754 14.8169 -0.859 -0.524 0.578
H -7.9132 -5.6316 14.1597 0.155 -0.450 -0.029
H -9.6003 -5.2853 14.5183 0.087 -0.281 0.129
H -9.0906 -5.3389 12.8737 0.170 -0.043 0.123
H -10.4051 -7.2395 13.5772 -0.326 -0.545 0.024
H -7.6210 -7.4630 12.3422 -0.018 0.053 0.117
H -9.1254 -8.0939 11.6504 -0.075 0.263 0.042
O -11.7943 -5.7077 11.8856 9.150 4.210 -4.027
C -12.7163 -6.1462 12.3169 -6.620 -2.886 2.462
O -12.8408 -6.5319 13.5636 -1.267 -0.989 1.944
C -14.1588 -7.1115 13.7693 -0.418 0.444 -0.307
C -14.8627 -6.8257 12.4074 -0.248 -0.052 0.843
O -13.8074 -6.3301 11.5903 -1.715 -0.729 -0.505
H -14.0706 -8.1630 14.0275 0.177 0.036 -0.232
H -14.6850 -6.5993 14.5774 0.367 0.110 -0.006
H -15.6242 -6.0468 12.4985 0.149 0.065 0.055
H -15.3580 -7.6950 11.9837 0.371 -0.113 -0.229
O -10.0553 -11.4985 8.3896 -0.451 -0.989 0.286
C -9.1227 -10.8033 8.5730 0.849 1.113 1.188
O -8.7550 -9.8401 7.7328 1.427 1.207 -0.364
C -7.8122 -8.9511 8.4266 -0.472 -0.242 0.630
C -7.2218 -9.8542 9.4929 -0.864 -0.364 -0.607
O -8.3313 -10.7455 9.7132 -0.374 -0.766 -0.444
H -7.0107 -8.5727 7.8091 -0.348 0.141 -0.666
H -8.4171 -8.1670 8.8903 0.229 0.128 -0.257
H -6.9745 -9.3678 10.4275 0.001 0.087 0.083
H -6.3650 -10.3960 9.0896 -0.020 -0.208 0.218
O -5.3015 0.4323 7.6213 2.570 2.771 0.050
C -6.0227 -0.4639 7.5947 -1.877 -2.396 0.671
O -5.8365 -1.6259 8.2978 -0.061 0.406 -0.640
C -6.9670 -2.4732 8.1349 0.838 -0.539 -1.193
C -7.7855 -1.7649 7.0104 0.416 0.007 1.148
O -7.1799 -0.4637 6.9082 -0.694 -0.822 0.326
H -6.6294 -3.4482 7.7475 0.034 0.242 0.226
H -7.3680 -2.6489 9.1241 -0.751 0.290 -0.063
H -8.8204 -1.7209 7.3490 -0.056 0.350 -0.533
H -7.6413 -2.2110 6.0308 -0.374 -0.364 0.107
```
Forces are in eV/Å.

Results
ΔE to the lowest compared entry with this formula, charge and spin   1.581 eV
Kohn-Sham gap   10.19 eV
HOMO energy   -10.45 eV


2.
Molecular formula: C41H62BN9O
Method: DFT, ωB97M-V with the def2-TZVPD basis set

XYZ file:
```
114
Properties=species:S:1:pos:R:3:forces:R:3
C -0.2750 2.1846 -1.5514 -0.015 2.835 -1.022
C 0.4670 0.8846 -1.3604 0.290 0.871 -1.009
C 1.9680 1.2776 -0.9774 -3.791 -2.474 5.067
C 2.6270 0.2406 -0.0924 -5.273 -3.562 -1.692
C 1.6420 0.1086 1.1036 -1.004 -1.651 -0.622
C 0.3020 -0.6164 0.6386 0.539 -0.662 4.458
N -0.3080 0.0396 -0.4574 -3.962 0.282 0.209
O -1.5310 -0.1254 -0.6464 3.831 0.568 0.400
C -0.6810 -0.6884 1.9886 1.407 1.424 -1.332
C 0.4980 -2.0644 0.3216 2.868 0.605 2.008
C 0.4010 -0.0324 -2.7024 -1.972 3.085 2.489
H 0.2000 3.0436 -2.1664 0.015 -2.094 0.612
H -0.6500 2.7996 -0.7394 0.699 -0.561 1.345
H -1.1920 2.0396 -2.0174 -1.611 -0.649 -1.429
H 1.9850 2.0176 -0.1944 -0.070 1.917 -1.434
H 2.4600 1.0856 -1.7924 3.021 1.299 -5.103
H 3.5230 0.5246 0.1826 4.568 1.604 1.471
H 2.8240 -0.7294 -0.7674 -0.562 1.466 2.086
H 1.2110 0.9376 1.6936 0.924 0.873 -0.922
H 2.0830 -0.4424 1.9206 -0.020 -0.853 0.065
H -1.4050 -1.4754 1.8956 -0.168 -0.304 -0.006
H -1.1620 0.2786 2.0686 -0.352 0.232 0.116
H -0.0260 -0.7764 2.8926 -0.415 -0.240 -1.013
H -0.2670 -2.5594 -0.0794 -3.173 -1.624 -2.104
H 0.7100 -2.6064 1.2206 -0.352 0.074 1.181
H 1.4330 -2.2354 -0.0984 1.503 -0.205 -2.005
H 0.8790 -0.8424 -2.4374 3.309 -4.342 1.072
H 0.9680 0.5656 -3.3004 1.102 1.195 -2.573
H -0.5360 -0.4544 -2.9974 -0.988 0.966 -0.413
B 4.9240 -2.5474 -1.0084 -4.592 -0.205 -0.683
H 5.8200 -3.1784 -1.1644 2.320 -1.479 -0.772
H 4.0110 -3.2874 -0.3654 0.703 0.696 -0.718
H 5.0840 -1.6674 -0.3054 0.555 1.921 1.281
H 4.2980 -2.0834 -2.1114 0.729 -0.532 1.006
N 5.6030 0.3416 -3.0474 -2.946 0.307 -1.183
C 6.6180 1.0926 -2.6814 1.549 3.165 -3.042
C 6.7600 2.1256 -3.6994 -3.131 -0.776 -1.518
C 5.5660 1.9696 -4.7224 0.507 -3.682 4.952
C 4.8390 0.8376 -4.1604 2.323 -0.452 1.254
H 5.2310 -0.3794 -2.4364 0.031 -0.437 -0.188
H 7.2260 0.7676 -1.8524 0.148 0.407 -0.012
H 7.3420 3.0306 -3.9044 0.399 -0.819 0.892
H 5.2680 2.4696 -5.6224 0.297 0.426 -0.010
H 3.9900 0.0936 -4.2474 0.764 1.629 -1.021
N 2.4670 0.9236 4.3846 -1.479 2.393 0.049
C 1.2440 0.7896 5.0566 -1.835 3.046 -2.467
C 0.2760 1.9476 4.6366 8.991 -1.586 -0.229
C 1.3340 2.8736 3.9746 1.504 -9.333 2.273
C 2.5980 2.1806 3.7006 -2.390 -0.101 1.972
H 3.1950 0.2166 4.4476 -0.310 0.257 0.112
H 1.1180 -0.0484 5.7446 -0.132 0.204 -0.534
H -0.7110 2.2156 4.8836 -0.820 -0.025 0.527
H 1.0620 3.6816 3.5626 -1.701 6.266 -2.936
H 3.5900 2.5286 3.2136 -2.125 -0.835 0.977
N -1.6240 -4.9434 1.8016 1.945 0.491 -0.829
C -2.9510 -4.7594 1.3616 0.459 3.257 5.395
C -3.6450 -3.8164 2.3416 3.992 -1.285 -1.129
C -2.5520 -3.3384 3.2776 1.493 -5.194 -5.237
C -1.2300 -4.0804 2.8706 -2.923 0.306 0.649
H -0.8150 -5.5254 1.2206 -3.206 2.112 2.069
H -3.2980 -5.3154 0.5676 -0.802 -0.980 -1.488
H -4.7330 -3.4474 2.3316 2.102 -0.867 -0.119
H -2.8500 -2.7234 4.0436 0.325 1.410 1.892
H -0.1060 -4.1834 3.3146 -3.310 0.488 -1.112
N -6.8810 -1.2324 -0.4644 12.725 -1.005 3.553
C -5.6780 -1.7194 -1.1714 -0.488 2.631 4.411
C -4.5510 -1.4784 -0.2034 -4.957 -1.347 -0.912
C -5.1080 -1.0874 1.1166 -1.403 -0.201 -1.686
C -6.5540 -0.8814 0.8286 3.695 -0.526 1.062
H -7.7280 -1.1644 -0.6484 -9.423 0.408 -3.231
H -5.8620 -2.0324 -2.1904 0.722 -0.011 0.133
H -3.6380 -1.9524 -0.4534 1.007 0.103 0.155
H -4.4880 -1.1114 2.1596 -1.944 0.472 -2.951
H -7.2690 -0.4784 1.5516 0.054 -0.342 -0.587
N -2.3720 -3.2524 -5.2424 1.057 1.409 3.979
C -3.0320 -2.0424 -5.0854 2.017 -0.581 4.216
C -2.8770 -1.5594 -3.6314 2.112 -4.992 -3.102
C -2.0510 -2.6594 -2.9254 -0.358 -0.805 -6.258
C -1.6180 -3.6624 -4.0484 -4.847 5.208 0.961
H -2.4160 -3.7044 -6.1294 0.388 -0.509 -0.222
H -3.3480 -1.6714 -6.0434 -0.616 0.848 0.356
H -3.0960 -0.5834 -3.2604 -0.424 0.189 0.235
H -1.7530 -2.8044 -1.8894 -0.136 0.361 -0.331
H -1.3040 -4.6574 -4.0144 0.726 -1.166 0.272
N -2.7040 4.6266 1.6836 0.925 2.442 -0.445
C -2.5760 3.3166 1.7656 -4.103 -3.843 1.044
C -3.9380 2.7416 2.1746 1.738 4.442 -0.051
C -4.7920 3.9676 2.3796 2.993 0.628 -1.769
C -3.9380 5.1656 2.0206 -0.069 -10.570 1.719
H -1.8630 5.1756 1.3946 -1.473 -0.416 0.433
H -1.6770 2.7736 1.4356 -0.541 0.536 0.477
H -4.2290 1.7156 2.4446 0.420 0.668 -0.471
H -5.9020 3.9896 2.5636 1.577 0.021 -0.029
H -4.1520 6.0756 1.8236 -1.411 6.063 -0.936
N -3.2770 3.3246 -3.4384 -5.611 -2.552 3.514
C -2.7280 4.4966 -3.2944 5.068 2.033 -2.993
C -1.5290 4.4056 -4.2854 -3.653 -2.752 2.207
C -1.4570 3.0916 -4.8844 -4.709 1.154 3.250
C -2.7010 2.3946 -4.2214 3.449 0.821 -3.063
H -4.2480 3.1646 -2.7884 3.708 -0.035 -2.662
H -3.0820 5.3246 -2.6154 0.447 -1.350 -1.075
H -0.7800 5.0976 -4.3594 1.473 1.948 -0.355
H -0.8420 2.8686 -5.7644 -0.330 -0.480 0.810
H -3.1060 1.3836 -4.4304 0.166 1.156 0.386
N 5.5550 -0.4154 4.5906 0.063 0.707 -1.100
C 4.7620 -0.6604 5.6626 -2.325 -5.885 -4.046
C 3.9830 -1.8074 5.1496 -2.028 -1.192 0.706
C 4.0270 -1.9554 3.6436 6.150 5.022 4.990
C 5.2570 -1.0414 3.4026 -2.362 -1.569 -0.670
H 6.3760 0.0416 4.8956 1.168 0.867 -1.123
H 5.1100 -0.4954 6.6186 0.360 0.515 1.809
H 3.4060 -2.6204 5.8696 1.200 2.657 -1.983
H 3.7490 -2.6824 2.9616 -0.845 -1.203 -0.954
H 5.8220 -0.8644 2.3936 -1.132 -0.241 2.350
```
Forces are in eV/Å.

Results
ΔE to the lowest compared entry with this formula, charge and spin   2.240 eV
Kohn-Sham gap   4.41 eV
HOMO energy   -7.36 eV